1.
18
Properties=species:S:1:pos:R:3:forces:R:3 method="wB97M-V/def2-TZVPD" gap_ev=7.65 charge=-1 e_above_lowest_ev=0.0000 lumo_ev=2.5 spin_multiplicity=1
Ag 1.142 0.415 1.438 0.10 0.19 0.50
Br 2.541 -1.107 -1.491 -0.03 0.00 -0.01
C 0.666 -0.811 -1.610 0.06 0.07 0.19
C -0.002 -1.182 -2.758 -0.13 -0.01 -0.09
C -1.370 -0.943 -2.792 0.04 -0.03 -0.05
C -1.989 -0.359 -1.703 -0.04 0.00 -0.02
C -1.229 -0.020 -0.591 0.18 -0.05 -0.03
N 0.093 -0.252 -0.560 -0.04 0.02 0.03
C -1.911 0.636 0.640 0.06 0.00 0.02
O -3.129 0.804 0.506 0.15 0.02 0.10
O -1.150 0.908 1.599 -0.19 -0.06 -0.24
H 0.526 -1.636 -3.583 0.01 0.00 0.00
H -1.940 -1.216 -3.671 0.00 0.00 0.01
H -3.048 -0.146 -1.665 0.03 -0.01 0.00
Cl 2.203 3.060 3.871 0.03 -0.04 0.03
Si 2.449 1.005 3.420 -0.25 -0.09 -0.33
Cl 1.627 0.066 5.131 0.05 0.04 0.01
Cl 4.521 0.775 3.819 -0.03 -0.05 -0.13


2.
59
Properties=species:S:1:pos:R:3:forces:R:3 method="wB97M-V/def2-TZVPD" gap_ev=8.57 charge=0 e_above_lowest_ev=0.3772 lumo_ev=0.7 spin_multiplicity=1 smiles="COc1ccc(C)cc1NC(=O)N1CCC(CO)(C[C@H]2CCCCO2)CC1"
C 0.715 -2.577 5.217 0.04 -0.01 0.27
O 0.713 -2.366 3.828 -0.22 -0.06 -0.59
C -0.302 -2.935 3.087 0.06 0.03 -0.03
C -1.341 -3.683 3.605 0.21 0.12 0.14
C -2.313 -4.208 2.764 -0.05 -0.02 -0.16
C -2.262 -3.994 1.398 0.01 -0.04 0.24
C -1.217 -3.239 0.875 0.01 -0.01 0.01
C -0.236 -2.712 1.697 -0.13 -0.05 0.07
N 0.823 -1.928 1.240 0.20 0.15 0.42
C 1.227 -1.727 -0.059 0.32 0.07 0.18
O 0.735 -2.285 -1.022 -0.31 -0.20 -0.27
N 2.276 -0.854 -0.181 -0.04 -0.01 -0.05
C 2.613 0.168 0.792 0.21 0.15 0.28
H 1.772 0.316 1.473 0.05 -0.04 -0.04
C 2.926 1.493 0.089 -0.20 -0.06 -0.07
H 3.959 1.496 -0.263 0.08 0.03 0.01
H 2.821 2.316 0.796 0.06 0.00 0.02
C 2.004 1.737 -1.117 0.14 0.31 0.08
C 2.248 0.624 -2.157 0.06 -0.05 0.22
H 2.941 0.970 -2.926 0.02 0.02 -0.11
C 2.829 -0.636 -1.500 -0.07 -0.12 -0.40
H 2.597 -1.514 -2.103 0.15 0.10 0.06
H 3.915 -0.554 -1.398 -0.03 -0.02 -0.04
H 1.309 0.365 -2.644 -0.02 -0.01 -0.12
C 0.536 1.717 -0.641 0.06 0.22 -0.38
H 0.269 0.692 -0.385 -0.04 -0.02 0.09
C -0.498 2.228 -1.648 -0.07 -0.63 0.36
C -1.869 1.585 -1.413 0.13 0.24 -0.37
C -2.896 2.178 -2.376 -0.06 0.09 0.27
C -2.902 3.698 -2.233 0.32 -0.12 -0.11
C -1.480 4.225 -2.420 -0.41 0.33 -0.18
H -1.430 5.301 -2.238 0.00 -0.07 -0.11
O -0.584 3.641 -1.503 0.19 -0.06 0.18
H -1.143 4.023 -3.449 0.00 0.05 0.07
H -3.561 4.157 -2.970 -0.03 0.07 0.01
H -3.252 3.971 -1.236 -0.04 0.07 0.02
H -3.887 1.772 -2.169 -0.01 -0.04 -0.09
H -2.629 1.910 -3.402 -0.04 -0.04 -0.05
H -1.791 0.506 -1.555 0.06 -0.05 0.06
H -2.176 1.779 -0.383 0.03 -0.05 0.10
H -0.184 2.001 -2.682 0.00 0.05 0.06
H 0.438 2.329 0.258 -0.08 -0.03 0.10
C 2.372 3.109 -1.726 -0.06 -0.44 -0.11
O 2.097 4.189 -0.878 -0.15 0.29 0.36
H 1.132 4.278 -0.844 0.07 0.05 -0.09
H 3.450 3.138 -1.912 -0.05 -0.10 -0.09
H 1.860 3.232 -2.690 0.04 -0.04 -0.03
H 3.484 -0.148 1.384 -0.13 0.08 0.07
H 1.438 -1.634 1.984 0.00 0.03 -0.16
H -1.149 -3.070 -0.186 0.03 0.01 -0.06
C -3.316 -4.541 0.483 0.00 0.08 0.01
H -2.865 -4.933 -0.426 -0.03 -0.07 -0.09
H -3.880 -5.333 0.969 -0.06 -0.06 -0.02
H -4.011 -3.751 0.197 -0.09 -0.01 -0.06
H -3.115 -4.792 3.191 -0.08 -0.07 0.03
H -1.410 -3.871 4.665 0.04 0.02 0.10
H 1.596 -2.059 5.594 -0.08 -0.06 0.03
H 0.789 -3.642 5.461 -0.02 0.04 -0.02
H -0.180 -2.158 5.689 0.03 -0.03 -0.03


3.
11
Properties=species:S:1:pos:R:3:forces:R:3 method="wB97M-V/def2-TZVPD" gap_ev=10.67 charge=0 e_above_lowest_ev=2.5199 lumo_ev=-0.4 spin_multiplicity=1 smiles=Cn1nnnc1C#N
C -0.620 -0.477 -1.158 1.81 -3.68 -2.70
C 0.390 0.608 0.869 -0.70 0.56 -0.87
C 0.943 1.743 0.113 1.31 3.96 -4.06
H 0.415 -0.998 -1.465 -2.61 1.09 -1.18
H -1.500 -1.188 -1.353 1.50 0.85 0.79
H -0.874 0.406 -1.677 0.32 1.24 -0.32
N -0.275 -0.354 0.177 -0.57 -1.13 2.59
N -0.392 -1.508 0.951 1.72 4.51 2.27
N 0.083 -1.121 2.111 -0.67 1.25 -0.42
N 0.499 0.326 2.134 0.07 -3.87 -0.99
N 1.332 2.563 -0.700 -2.19 -4.77 4.91